{"formula": "C4H12N3O", "method": "ωB97M-V/def2-TZVPD", "elements": ["N", "C", "N", "C", "C", "N", "C", "O", "H", "H", "H", "H", "H", "H", "H", "H", "H", "H", "H", "H"], "coordinates": [[-1.28968, 2.75162, 1.34806], [-0.13559, 1.88808, 1.49875], [0.47476, 1.51444, 0.18591], [-0.30784, 0.89967, -0.93985], [0.30889, -0.46034, -1.55664], [1.12618, -1.31885, -0.52141], [0.22289, -2.22333, 0.29885], [-0.23336, -3.29616, -0.31718], [-1.12332, 3.63438, 0.84829], [-2.01707, 2.31017, 0.70894], [0.68429, 2.29053, 2.04840], [-0.36790, 0.83942, 1.95280], [1.32962, 0.97840, 0.33981], [-1.31843, 0.52452, -0.68750], [-0.61654, 1.66604, -1.69989], [-0.18579, -1.18388, -2.29438], [0.93856, -0.08194, -2.31682], [1.46021, -1.97448, -1.24506], [-0.52967, -1.47398, 0.79046], [0.90386, -2.41490, 1.19778]], "forces_ev_per_a": [[-1.615, -0.280, -0.833], [-0.569, -3.322, -2.245], [0.301, 0.187, -1.272], [-1.617, -1.513, 0.422], [1.003, -0.205, 0.777], [-1.213, 1.427, -2.658], [0.104, 0.312, 1.169], [-0.082, 0.613, 0.067], [0.716, -0.535, 0.450], [1.362, 0.259, 1.355], [0.215, 0.776, 0.620], [-0.509, 2.045, -0.043], [-0.465, -0.128, -0.147], [0.143, 0.398, 1.068], [1.048, -0.598, 0.182], [-1.258, 1.061, 1.746], [2.006, 0.501, -0.411], [0.448, -0.145, 0.898], [0.232, -0.620, -0.718], [-0.252, -0.233, -0.427]], "homo_lumo_gap_ev": 6.4, "relative_energy_kj_mol": 339.22, "e_homo_ev": -2.62, "lumo_ev": 3.75, "total_charge": -1, "energy_ha": -399.0279}

***

{"formula": "C4H12N3O", "method": "ωB97M-V/def2-TZVPD", "elements": ["O", "C", "C", "N", "H", "H", "H", "H", "H", "H", "C", "N", "C", "N", "H", "H", "H", "H", "H", "H"], "coordinates": [[-0.71583, -1.86106, 2.10145], [-0.57461, -0.71000, 2.39818], [-1.44115, 0.36611, 1.78504], [-2.16788, -0.20468, 0.63077], [0.20485, -0.37600, 3.10585], [-2.13894, 0.73009, 2.54135], [-0.83982, 1.21576, 1.46085], [-3.07421, 0.24181, 0.51572], [-1.52088, -0.07273, -0.36591], [-2.32154, -1.20373, 0.79779], [2.88489, 0.24645, -1.30196], [1.47806, 0.12815, -0.93121], [0.48405, 0.20750, -1.80222], [-0.77470, 0.07808, -1.53901], [3.41247, -0.67990, -1.09256], [2.95946, 0.45965, -2.36235], [3.35938, 1.04574, -0.74035], [1.29586, -0.15472, 0.01723], [0.80068, 0.40231, -2.82272], [-1.31015, 0.14118, -2.39594]], "forces_ev_per_a": [[-0.006, -0.260, -0.098], [0.242, 0.250, 0.064], [-0.202, -0.015, -0.126], [-0.215, 0.093, 0.208], [-0.155, -0.025, 0.058], [0.047, 0.022, 0.067], [0.049, 0.018, -0.015], [0.024, -0.018, -0.043], [0.167, -0.150, -0.113], [0.094, 0.039, 0.005], [-0.025, -0.045, 0.122], [0.271, -0.035, 0.051], [0.016, -0.019, -0.121], [-0.076, 0.035, -0.006], [0.008, -0.102, -0.035], [0.016, 0.050, -0.079], [0.009, 0.119, -0.022], [-0.196, -0.005, 0.028], [0.084, 0.010, -0.047], [-0.153, 0.040, 0.103]], "homo_lumo_gap_ev": 10.5, "relative_energy_kj_mol": 102.16, "e_homo_ev": -13.55, "lumo_ev": -3.02, "total_charge": 1, "energy_ha": -398.8784}

***

{"formula": "C4H12N3O", "method": "ωB97M-V/def2-TZVPD", "elements": ["C", "C", "C", "N", "H", "H", "H", "H", "H", "H", "H", "H", "N", "C", "N", "O", "H", "H", "H", "H"], "coordinates": [[-0.27380, -0.20456, -3.25962], [-0.06514, 0.17681, -1.80227], [-1.45016, -0.52123, 0.10438], [-0.77029, -0.78219, -0.93316], [0.02772, -1.23678, -3.42864], [-1.30454, -0.05463, -3.56304], [0.34529, 0.44858, -3.87167], [0.98228, 0.16598, -1.51150], [-0.45327, 1.16285, -1.56844], [-1.95619, -1.34762, 0.58684], [-1.66616, 0.49001, 0.41553], [-0.71300, -1.75596, -1.22457], [1.33989, -0.64056, 2.30928], [0.83781, 0.61043, 2.05370], [0.50072, 1.32704, 3.16105], [0.70107, 1.04962, 0.91463], [1.05948, -1.16360, 3.12091], [1.63362, -1.16372, 1.50229], [0.97637, 1.15693, 4.03118], [0.24830, 2.28257, 2.96312]], "forces_ev_per_a": [[0.152, 0.262, 0.288], [-0.146, 0.133, -0.167], [-0.725, -0.191, -0.365], [0.067, 0.028, -0.051], [0.010, -0.048, -0.176], [-0.149, -0.118, -0.039], [0.043, -0.101, -0.049], [0.045, -0.094, 0.064], [0.010, 0.066, 0.055], [0.159, -0.026, 0.240], [0.399, 0.129, -0.008], [0.113, 0.031, 0.073], [-0.126, -0.029, -0.336], [0.272, -0.019, 0.300], [-0.160, 0.152, -0.180], [-0.113, -0.224, 0.016], [0.133, 0.116, 0.106], [0.009, -0.035, 0.087], [-0.028, -0.027, 0.005], [0.036, -0.005, 0.137]], "homo_lumo_gap_ev": 9.3, "relative_energy_kj_mol": 44.88, "e_homo_ev": -13.75, "lumo_ev": -4.45, "total_charge": 1, "energy_ha": -398.9002}

***

{"formula": "C4H12N3P", "method": "ωB97M-V/def2-TZVPD", "elements": ["C", "C", "C", "C", "N", "N", "N", "P", "H", "H", "H", "H", "H", "H", "H", "H", "H", "H", "H", "H"], "coordinates": [[1.71648, -0.26271, 0.01310], [-0.66591, 0.29100, -0.14473], [3.10343, 0.07433, -0.33359], [-2.86719, 1.18809, 0.51339], [1.54845, -1.30601, 0.82835], [0.66236, 0.41625, -0.48641], [-1.51548, 1.24544, -0.03727], [-1.09488, -2.01863, -0.49722], [3.07692, 0.28803, -1.49654], [3.68936, -0.93893, -0.16406], [3.67121, 0.87873, 0.01330], [-2.95809, 1.74999, 1.46524], [-3.12728, 0.09814, 0.70380], [-3.62528, 1.70500, -0.14470], [2.31982, -1.87086, 1.23350], [0.55345, -1.44992, 1.14578], [0.98622, 1.26674, -1.00454], [-1.38622, 2.23293, -0.16060], [-2.37261, -2.01415, 0.28744], [-1.71474, -1.57347, -1.73422]], "forces_ev_per_a": [[0.618, -1.895, 2.302], [-0.783, -3.080, -0.214], [0.446, -3.409, -4.096], [-2.247, -1.609, 0.323], [-1.726, 1.290, -0.075], [0.591, 2.720, -0.875], [-0.182, 0.026, 0.455], [-1.932, 2.398, 0.473], [0.286, -0.655, 1.985], [-0.799, 2.327, -0.517], [0.240, 1.451, 1.419], [0.683, -0.373, -0.383], [0.055, 1.569, -0.319], [1.014, -0.863, 0.230], [-0.739, 0.741, -0.473], [1.982, -0.357, -0.091], [-0.542, -0.701, 0.555], [1.554, 0.672, -0.489], [1.253, -0.010, -0.891], [0.229, -0.243, 0.680]], "homo_lumo_gap_ev": 9.8, "relative_energy_kj_mol": 129.48, "e_homo_ev": -18.94, "lumo_ev": -9.13, "total_charge": 2, "energy_ha": -664.5063}

***

{"formula": "C4H12N3S", "method": "ωB97M-V/def2-TZVPD", "elements": ["C", "C", "N", "N", "H", "H", "H", "H", "H", "H", "C", "C", "S", "N", "H", "H", "H", "H", "H", "H"], "coordinates": [[-1.50310, -0.58253, -2.30692], [-1.57676, -1.60148, -1.45523], [-1.77303, -1.54228, -0.09015], [-1.31263, -0.84420, -3.71154], [-1.61741, 0.45740, -2.00427], [-1.46997, -2.59552, -1.87650], [-1.41921, -0.73395, 0.42744], [-1.70190, -2.43156, 0.36932], [-0.45989, -0.42425, -4.05515], [-2.08746, -0.50092, -4.26431], [0.48222, 1.04776, 0.39063], [1.79345, 1.58293, 0.98444], [2.47632, 0.56376, 2.28871], [-0.57280, 0.74948, 1.37783], [0.69629, 0.12167, -0.14935], [0.08237, 1.75472, -0.33510], [1.64283, 2.58561, 1.39642], [2.54469, 1.68991, 0.19994], [-0.93506, 1.62431, 1.74590], [-0.08835, 0.31494, 2.16326]], "forces_ev_per_a": [[-0.008, 0.269, -0.474], [0.141, -0.025, 0.077], [0.027, -0.033, -0.107], [0.023, -0.184, 0.198], [-0.020, -0.087, 0.256], [-0.129, -0.027, -0.012], [-0.332, -0.262, -0.073], [0.106, 0.113, 0.197], [-0.043, 0.051, -0.093], [0.071, 0.060, -0.021], [-0.147, -0.285, 0.230], [-0.296, -0.075, -0.230], [0.031, 0.098, -0.022], [0.754, 0.440, 0.053], [-0.006, 0.048, -0.039], [0.063, 0.063, -0.064], [0.058, 0.015, 0.138], [0.088, 0.036, 0.005], [-0.137, -0.047, -0.054], [-0.244, -0.165, 0.036]], "homo_lumo_gap_ev": [8.4, 5.3], "relative_energy_kj_mol": 30.88, "e_homo_ev": [-7.59, -7.59], "lumo_ev": [0.84, -2.26], "s2": 0.753, "multiplicity": 2, "energy_ha": -721.9862}

***

{"formula": "C4H12N3Si", "method": "ωB97M-V/def2-TZVPD", "elements": ["C", "C", "Si", "C", "C", "N", "N", "N", "H", "H", "H", "H", "H", "H", "H", "H", "H", "H", "H", "H"], "coordinates": [[-2.52622, -1.19055, -0.67363], [-0.93713, -1.03432, -0.91114], [-0.11597, 0.36100, -0.00228], [0.14329, 0.15744, 1.84686], [-0.17340, 2.25768, -0.40452], [1.94051, 0.07753, -0.10738], [2.90190, -0.54664, -0.25485], [3.92935, -1.06293, -0.31402], [-2.65314, -1.58409, 0.32690], [-2.95152, -0.21402, -0.76159], [-2.97539, -1.79576, -1.37758], [-0.48581, -1.96599, -0.44928], [-0.78629, -0.93189, -2.11147], [0.47723, 1.17604, 2.06713], [-0.79195, -0.05185, 2.38460], [0.89161, -0.37150, 2.28398], [-0.55765, 2.49557, -1.42805], [-0.96440, 2.62722, 0.18970], [0.71574, 2.67130, -0.08982], [4.91923, -1.07424, -0.21358]], "forces_ev_per_a": [[2.809, 1.696, 1.501], [-0.618, -0.746, -2.146], [1.087, 0.565, 0.853], [-2.801, 2.309, -1.113], [-2.340, -3.017, -1.921], [0.591, -1.377, -1.271], [-0.636, 2.538, 0.979], [-0.938, -1.594, -0.628], [-0.367, -0.005, 0.118], [-0.649, 0.572, 0.126], [-0.639, -1.471, -1.475], [-0.101, 0.879, -1.070], [0.060, -0.495, 2.938], [-0.440, 0.285, 0.367], [0.190, 0.267, -0.059], [2.121, -2.323, 0.618], [1.066, -0.199, 0.595], [-0.891, 0.468, 1.163], [1.997, 1.130, 0.263], [0.499, 0.518, 0.162]], "homo_lumo_gap_ev": 10.7, "relative_energy_kj_mol": 48.39, "e_homo_ev": -14.67, "lumo_ev": -4.01, "total_charge": 1, "energy_ha": -613.0104}

***

{"formula": "C4H12N4", "method": "ωB97M-V/def2-TZVPD", "elements": ["C", "C", "N", "N", "C", "N", "N", "C", "H", "H", "H", "H", "H", "H", "H", "H", "H", "H", "H", "H"], "coordinates": [[-1.45278, -0.80436, -0.35639], [-0.29923, 1.48127, -1.67000], [-0.01117, -0.45264, -0.29226], [0.50698, 0.80303, -0.68202], [0.49281, 0.04411, 1.05291], [0.71281, -1.57989, -0.90883], [-0.42062, 0.91326, 1.66689], [1.47924, -0.60851, 1.70736], [0.89116, -2.24808, -0.16565], [1.61327, -1.19832, -1.19025], [-0.38659, 1.81453, 1.19547], [-0.25109, 1.00081, 2.65943], [-2.03821, 0.00146, 0.07029], [-1.59556, -1.71216, 0.22570], [-1.71937, -0.95530, -1.39796], [-1.30139, 1.76890, -1.31682], [0.24149, 2.39264, -1.92213], [-0.38168, 0.88975, -2.59024], [1.76562, -0.24874, 2.68189], [2.15430, -1.30178, 1.23262]], "forces_ev_per_a": [[0.050, 0.400, 0.027], [0.152, -0.164, -0.060], [1.321, -0.188, 1.329], [0.353, 0.901, -1.663], [-0.639, -1.930, 0.753], [-0.332, 0.208, 0.038], [-0.081, 0.267, -0.097], [-0.218, 0.564, -0.494], [-0.097, -0.096, 0.075], [-0.175, 0.307, 0.126], [-0.041, -0.235, 0.291], [0.014, -0.061, -0.054], [0.056, -0.005, 0.072], [-0.002, -0.022, -0.079], [0.099, -0.094, 0.023], [-0.090, 0.018, -0.150], [-0.056, 0.038, -0.015], [-0.244, 0.106, -0.154], [0.126, 0.171, 0.024], [-0.198, -0.186, 0.010]], "homo_lumo_gap_ev": 8.2, "relative_energy_kj_mol": 505.31, "e_homo_ev": -7.22, "lumo_ev": 1.01, "energy_ha": -378.4458}

***

{"formula": "C4H12N4", "method": "ωB97M-V/def2-TZVPD", "elements": ["N", "C", "N", "N", "H", "H", "H", "H", "H", "C", "C", "C", "N", "H", "H", "H", "H", "H", "H", "H"], "coordinates": [[2.38564, 0.51862, -0.66941], [2.14126, 0.96824, 0.50742], [2.69820, 2.14947, 1.03179], [1.16581, 0.39058, 1.28311], [3.34731, 0.74251, -0.92080], [3.09722, 2.67016, 0.26438], [2.03842, 2.75800, 1.49511], [0.76677, 0.98965, 1.99067], [0.44656, -0.07722, 0.74897], [-1.76958, 0.73766, -0.07549], [-2.11380, -0.53542, 0.01072], [-2.34205, -1.41120, -1.18683], [-1.95321, -2.79119, -0.89829], [-1.55573, 1.34269, 0.79389], [-1.65778, 1.21210, -1.04125], [-2.22978, -1.01736, 0.97678], [-3.39113, -1.32057, -1.50845], [-1.76466, -1.03824, -2.03302], [-2.14843, -3.37775, -1.69738], [-2.46159, -3.12744, -0.09143]], "forces_ev_per_a": [[0.771, -0.980, 0.897], [-0.898, 0.733, -0.955], [0.436, -0.185, -0.025], [-0.283, 0.403, 0.281], [-0.335, 0.581, -0.508], [0.214, -0.003, 0.108], [-0.053, -0.243, 0.250], [0.027, -0.047, 0.031], [0.248, -0.281, -0.064], [0.046, 0.080, 0.021], [0.102, -0.133, -0.205], [-0.349, -0.011, -0.142], [0.189, 0.375, -0.037], [-0.211, 0.056, 0.073], [0.109, 0.053, -0.052], [0.004, 0.032, 0.079], [-0.067, -0.030, 0.167], [0.195, -0.029, 0.065], [-0.055, -0.168, 0.127], [-0.090, -0.203, -0.112]], "homo_lumo_gap_ev": 9.4, "relative_energy_kj_mol": 113.20, "e_homo_ev": -8.62, "lumo_ev": 0.82, "energy_ha": -378.5951}

***

{"formula": "C4H12N4", "method": "ωB97M-V/def2-TZVPD", "elements": ["H", "N", "C", "C", "C", "H", "H", "H", "H", "H", "H", "N", "C", "N", "N", "H", "H", "H", "H", "H"], "coordinates": [[0.21123, 1.38795, -2.77603], [-0.59019, 0.83586, -2.46722], [-0.33470, 0.02819, -1.53857], [1.06927, -0.51624, -1.14540], [1.18938, -1.99364, -1.50683], [-1.16174, -0.58933, -1.20198], [1.81847, 0.06586, -1.68900], [1.25979, -0.35812, -0.08298], [1.03886, -2.13198, -2.57679], [2.17409, -2.37757, -1.24077], [0.43979, -2.58466, -0.98127], [-0.66807, 1.32897, 0.44994], [-0.79400, 0.92586, 1.64962], [-0.89269, 1.72978, 2.77130], [-0.77280, -0.42368, 1.90114], [-0.66902, 2.33233, 0.31865], [-1.15936, 2.68854, 2.60405], [-1.31559, 1.31879, 3.58863], [-0.40649, -0.95492, 1.11745], [-0.43623, -0.71200, 2.80606]], "forces_ev_per_a": [[0.189, -0.370, 0.027], [-0.409, 0.782, -0.330], [1.454, -1.346, -0.718], [-0.779, 0.696, -0.194], [-0.012, 0.185, -0.010], [-0.185, -0.021, 0.296], [-0.031, 0.021, 0.035], [-0.039, 0.003, 0.031], [0.000, -0.086, -0.019], [-0.006, -0.044, -0.009], [-0.052, -0.103, 0.014], [0.068, 0.063, 0.322], [0.297, 0.747, -0.126], [-0.050, -0.045, 0.253], [-0.062, -0.492, 0.016], [-0.204, 0.064, 0.153], [0.010, -0.197, 0.008], [-0.067, 0.081, -0.036], [-0.166, 0.092, 0.382], [0.044, -0.030, -0.096]], "homo_lumo_gap_ev": 9.5, "relative_energy_kj_mol": 74.02, "e_homo_ev": -8.79, "lumo_ev": 0.73, "energy_ha": -378.6101}

***

{"formula": "C4H12N4", "method": "ωB97M-V/def2-TZVPD", "elements": ["C", "N", "N", "H", "H", "H", "H", "H", "H", "C", "N", "C", "C", "N", "H", "H", "H", "H", "H", "H"], "coordinates": [[2.30242, -0.59052, 0.65948], [1.11452, -0.12613, -0.07388], [1.47182, 0.37198, -1.37445], [0.34946, -0.83382, -0.26965], [1.89695, 1.28734, -1.23685], [0.57180, 0.51423, -1.83871], [2.90664, 0.27142, 0.94279], [2.88928, -1.26009, 0.03238], [1.97187, -1.11672, 1.55357], [-1.55001, -0.33968, 0.05342], [-2.05572, -1.32389, 0.89412], [-0.03538, 0.89214, 0.73386], [-2.24738, 0.13449, -0.99350], [-0.06060, 2.13011, 0.48178], [-1.37940, -1.88797, 1.38279], [-2.86901, -1.84170, 0.57744], [-0.07280, 2.36909, -0.50865], [-0.03384, 0.55817, 1.76513], [-1.93850, 1.03408, -1.51358], [-3.23212, -0.24255, -1.26751]], "forces_ev_per_a": [[-0.342, 0.012, -0.066], [-0.968, -0.619, -0.778], [-0.192, -0.187, 0.311], [1.444, 0.400, 0.353], [-0.162, 0.059, 0.082], [0.223, 0.073, -0.058], [-0.080, 0.010, -0.008], [-0.041, 0.037, -0.011], [0.021, 0.075, 0.014], [0.295, 1.640, -0.076], [0.358, 0.003, 0.097], [-1.464, -1.612, -0.001], [0.228, -0.102, 0.381], [0.349, 0.463, -0.487], [-0.152, -0.069, 0.042], [0.189, 0.053, 0.016], [-0.144, 0.025, 0.070], [0.219, -0.154, 0.125], [0.122, 0.028, 0.050], [0.097, -0.135, -0.057]], "homo_lumo_gap_ev": 8.0, "relative_energy_kj_mol": 510.24, "e_homo_ev": -7.38, "lumo_ev": 0.65, "energy_ha": -378.4439}